ORCA calculation (ωB97M-V with the def2-TZVPD basis set) on an isolated molecule of C4H4N2O in a non-equilibrium geometry.

relative energy (zero: lowest compared OMol25 entry of this formula, charge and spin) = 3.772 eV
SMILES = c1[nH]nc2c1CO2
HOMO = -9.5 eV
F_max = 0.07105 hartree/bohr
calculated total energy = -9236.7161 eV

Geometry as ORCA input:
```
! wB97M-V def2-TZVPD RIJCOSX def2/J DEFGRID3
* xyz 0 1
C -0.098 -0.924 -0.940
C -0.420 0.065 -0.050
C 0.812 0.404 0.520
C -1.147 1.065 0.813
N 1.840 -0.265 0.089
N 1.256 -1.079 -0.818
O 0.071 1.517 1.443
H -0.674 -1.505 -1.632
H -1.656 1.876 0.284
H -1.820 0.617 1.551
H 1.836 -1.773 -1.262
*
```